{"formula": "C62H71N8OP2SSiTi", "method": "ωB97M-V with the def2-TZVPD basis set", "elements": ["Ti", "C", "S", "C", "C", "C", "N", "P", "C", "C", "C", "C", "C", "C", "C", "C", "C", "C", "C", "C", "P", "C", "C", "C", "C", "C", "C", "C", "C", "C", "C", "C", "C", "H", "H", "H", "H", "H", "H", "H", "H", "H", "H", "H", "H", "H", "H", "H", "H", "H", "H", "H", "H", "H", "H", "H", "H", "H", "H", "H", "H", "H", "C", "Si", "C", "N", "C", "C", "C", "C", "C", "C", "C", "C", "C", "C", "C", "C", "C", "C", "C", "C", "C", "H", "H", "H", "H", "H", "H", "H", "H", "H", "H", "H", "H", "H", "H", "H", "H", "H", "H", "H", "H", "H", "H", "H", "H", "C", "C", "O", "C", "C", "C", "C", "C", "C", "H", "H", "H", "H", "H", "H", "H", "H", "C", "C", "C", "C", "N", "C", "C", "H", "H", "H", "H", "H", "H", "H", "N", "N", "N", "C", "N", "N", "H", "H", "H"], "coordinates": [[-0.08, 0.72, 0.59], [3.71, -5.98, -2.87], [2.35, -6.98, -2.26], [1.20, -5.67, -1.82], [1.52, -5.00, -0.49], [0.56, -3.87, -0.14], [0.74, -2.64, -0.98], [1.80, -1.45, -0.33], [3.12, -1.34, -1.57], [3.34, -2.40, -2.46], [4.42, -2.36, -3.33], [5.30, -1.28, -3.32], [5.09, -0.23, -2.43], [4.01, -0.27, -1.56], [2.78, -2.22, 1.03], [2.33, -2.15, 2.36], [3.07, -2.68, 3.40], [4.29, -3.29, 3.15], [4.76, -3.36, 1.84], [4.02, -2.83, 0.80], [-0.78, -1.94, -1.56], [-1.72, -3.41, -2.09], [-2.83, -3.81, -1.34], [-3.59, -4.91, -1.73], [-3.24, -5.62, -2.88], [-2.13, -5.22, -3.63], [-1.39, -4.12, -3.24], [-0.55, -1.16, -3.20], [0.63, -0.81, -3.84], [0.60, -0.11, -5.05], [-0.60, 0.24, -5.63], [-1.79, -0.11, -5.00], [-1.76, -0.80, -3.80], [4.49, -6.66, -3.21], [4.14, -5.34, -2.10], [3.39, -5.37, -3.72], [0.21, -6.14, -1.79], [1.18, -4.94, -2.63], [2.54, -4.63, -0.50], [1.47, -5.74, 0.31], [0.66, -3.62, 0.92], [-0.46, -4.23, -0.27], [2.66, -3.23, -2.47], [4.59, -3.19, -4.01], [6.14, -1.25, -4.00], [5.77, 0.61, -2.41], [3.87, 0.55, -0.87], [1.37, -1.71, 2.57], [2.70, -2.61, 4.42], [4.88, -3.70, 3.96], [5.71, -3.83, 1.63], [4.42, -2.88, -0.20], [-3.12, -3.27, -0.45], [-4.45, -5.21, -1.15], [-3.82, -6.47, -3.19], [-1.86, -5.77, -4.52], [-0.54, -3.81, -3.84], [1.59, -1.07, -3.42], [1.54, 0.14, -5.54], [-0.62, 0.78, -6.57], [-2.75, 0.15, -5.44], [-2.71, -1.09, -3.34], [-1.20, 1.59, -1.00], [-2.64, 2.61, -0.51], [-2.06, 3.34, 1.10], [-1.57, 2.29, 2.05], [-0.78, 2.91, 3.14], [-1.57, 3.85, 4.05], [-2.75, 3.11, 4.67], [-3.59, 2.46, 3.57], [-2.73, 1.58, 2.67], [-2.95, 4.04, -1.65], [-1.97, 5.04, -1.77], [-2.14, 6.11, -2.64], [-3.29, 6.19, -3.41], [-4.27, 5.21, -3.31], [-4.10, 4.14, -2.44], [-4.19, 1.60, -0.34], [-4.28, 0.32, -0.91], [-5.45, -0.43, -0.82], [-6.55, 0.10, -0.16], [-6.49, 1.37, 0.39], [-5.32, 2.12, 0.30], [-0.62, 2.31, -1.57], [-1.51, 0.84, -1.73], [-2.77, 4.03, 1.57], [-1.19, 3.96, 0.82], [0.06, 3.44, 2.69], [-0.38, 2.11, 3.74], [-1.92, 4.71, 3.48], [-0.89, 4.24, 4.81], [-3.35, 3.77, 5.29], [-2.36, 2.32, 5.33], [-4.09, 3.24, 2.98], [-4.38, 1.84, 3.99], [-3.33, 1.13, 1.89], [-2.31, 0.78, 3.29], [-1.06, 4.99, -1.18], [-1.38, 6.88, -2.72], [-3.43, 7.02, -4.09], [-5.17, 5.27, -3.92], [-4.87, 3.38, -2.37], [-3.42, -0.09, -1.43], [-5.50, -1.42, -1.27], [-7.47, -0.48, -0.09], [-7.36, 1.79, 0.89], [-5.30, 3.12, 0.73], [3.46, 1.10, 2.05], [2.17, 0.98, 2.77], [1.12, 0.88, 2.10], [2.12, 0.99, 4.23], [3.24, 1.41, 4.95], [3.21, 1.42, 6.33], [2.07, 1.00, 7.00], [0.95, 0.58, 6.29], [0.97, 0.58, 4.91], [3.79, 2.14, 2.07], [3.34, 0.79, 1.02], [4.22, 0.49, 2.55], [4.14, 1.74, 4.43], [4.08, 1.76, 6.89], [2.05, 1.01, 8.08], [0.06, 0.26, 6.82], [0.12, 0.25, 4.35], [3.75, 5.26, -2.31], [2.94, 4.19, -1.62], [2.60, 3.00, -2.25], [1.84, 2.05, -1.59], [1.42, 2.21, -0.33], [1.74, 3.36, 0.28], [2.49, 4.35, -0.31], [4.05, 4.95, -3.31], [4.64, 5.50, -1.73], [3.16, 6.17, -2.40], [2.92, 2.80, -3.27], [1.54, 1.15, -2.10], [1.38, 3.48, 1.29], [2.70, 5.26, 0.24], [-1.35, -3.32, 3.82], [-1.63, -2.34, 2.88], [-2.76, -2.34, 2.20], [-2.53, -1.34, 1.35], [-1.33, -0.80, 1.54], [-0.76, -1.46, 2.54], [-2.23, -3.70, 4.13], [-0.79, -2.91, 4.56], [-3.24, -1.00, 0.60]], "homo_lumo_gap_ev": [6.037, 6.063], "s2": 0.757, "spin_multiplicity": 2, "lumo_energy_ev": [-5.81, -5.78], "e_homo_ev": [-11.85, -11.85], "total_charge": 2}

=====

{"formula": "C62H90F5IN3O17", "method": "ωB97M-V with the def2-TZVPD basis set", "elements": ["C", "C", "C", "N", "C", "F", "F", "C", "C", "C", "C", "C", "C", "F", "F", "F", "C", "C", "C", "C", "C", "O", "N", "C", "I", "C", "C", "C", "C", "C", "C", "C", "C", "C", "C", "N", "C", "C", "C", "C", "H", "H", "H", "H", "H", "H", "H", "H", "H", "H", "H", "H", "H", "H", "H", "H", "H", "H", "H", "H", "H", "H", "H", "H", "H", "H", "H", "H", "H", "H", "H", "H", "H", "H", "H", "H", "H", "H", "H", "H", "H", "H", "O", "C", "O", "C", "C", "C", "H", "H", "H", "H", "H", "H", "O", "C", "O", "C", "C", "C", "H", "H", "H", "H", "H", "H", "O", "C", "O", "C", "C", "C", "H", "H", "H", "H", "H", "H", "O", "C", "O", "C", "C", "C", "H", "H", "H", "H", "H", "H", "O", "C", "O", "C", "C", "C", "H", "H", "H", "H", "H", "H", "O", "C", "O", "C", "C", "C", "H", "H", "H", "H", "H", "H", "O", "C", "O", "C", "C", "C", "H", "H", "H", "H", "H", "H", "O", "C", "O", "C", "C", "C", "H", "H", "H", "H", "H", "H"], "coordinates": [[-0.74, 4.76, -1.12], [-0.52, 4.02, -2.04], [0.12, 3.17, -3.06], [0.12, 1.69, -2.85], [-1.17, 1.16, -2.32], [-2.22, 1.83, -2.87], [-1.33, -0.13, -2.71], [-1.43, 1.10, -0.81], [-0.99, -0.02, -0.11], [-1.23, -0.20, 1.24], [-1.94, 0.75, 1.97], [-2.40, 1.88, 1.27], [-3.17, 2.94, 2.05], [-2.27, 3.61, 2.82], [-4.08, 2.43, 2.88], [-3.72, 3.84, 1.22], [-2.16, 2.03, -0.09], [1.27, 1.22, -1.97], [1.45, 2.09, -0.72], [1.55, 1.65, 0.52], [2.69, 1.37, -2.62], [3.59, 0.82, -1.69], [2.91, 0.80, -3.92], [4.25, 0.91, -4.45], [5.47, 2.60, -3.87], [5.06, -0.38, -4.09], [6.14, -0.68, -5.14], [1.81, 1.19, -4.86], [2.21, 2.56, -5.48], [1.18, 3.46, -6.15], [1.10, 4.75, -5.84], [1.85, 0.04, -5.94], [1.87, 0.45, -7.42], [1.65, -0.73, -8.41], [2.06, -2.10, -7.87], [3.53, -2.12, -7.65], [0.41, 1.03, -4.23], [-0.73, 1.13, -5.26], [-1.55, -0.18, -5.53], [-3.07, 0.00, -5.27], [-1.26, 5.34, -0.39], [1.14, 3.53, -3.20], [-0.39, 3.43, -3.99], [-0.44, -0.79, -0.65], [-0.84, -1.12, 1.68], [-2.13, 0.57, 3.02], [-2.58, 2.91, -0.58], [1.14, 0.17, -1.71], [1.61, 3.16, -0.88], [1.30, 2.30, 1.36], [1.89, 0.63, 0.75], [2.92, 2.45, -2.62], [3.50, -0.14, -1.78], [4.29, 0.91, -5.54], [5.52, -0.26, -3.10], [4.33, -1.19, -4.01], [6.83, 0.16, -5.24], [5.63, -0.82, -6.10], [6.64, -1.62, -4.89], [2.64, 3.18, -4.69], [3.03, 2.49, -6.21], [0.50, 3.13, -6.93], [1.74, 5.19, -5.07], [0.46, 5.44, -6.37], [1.03, -0.68, -5.81], [2.73, -0.59, -5.80], [2.87, 0.84, -7.65], [1.17, 1.24, -7.70], [0.57, -0.76, -8.63], [2.16, -0.51, -9.34], [1.81, -2.85, -8.64], [1.54, -2.39, -6.95], [3.78, -3.05, -7.33], [3.97, -1.93, -8.54], [0.48, -0.04, -3.96], [-1.44, 1.94, -5.07], [-0.34, 1.38, -6.24], [-1.17, -1.01, -4.92], [-1.46, -0.49, -6.57], [-3.31, -0.18, -4.22], [-3.60, -0.74, -5.88], [-3.36, 1.01, -5.56], [1.25, -1.85, 3.00], [1.84, -0.96, 3.56], [3.10, -1.07, 4.01], [3.47, 0.12, 4.73], [2.53, 1.21, 4.20], [1.28, 0.40, 3.89], [3.34, -0.06, 5.79], [4.52, 0.35, 4.53], [2.38, 2.02, 4.91], [2.94, 1.64, 3.28], [0.62, 0.31, 4.75], [0.73, 0.81, 3.04], [8.29, -1.57, -2.73], [8.27, -1.57, -1.53], [9.04, -2.37, -0.76], [8.68, -2.20, 0.63], [8.01, -0.84, 0.71], [7.36, -0.73, -0.66], [8.00, -3.01, 0.91], [9.57, -2.26, 1.24], [7.32, -0.74, 1.54], [8.77, -0.06, 0.81], [6.36, -1.18, -0.68], [7.32, 0.29, -1.03], [-4.24, -3.56, 4.37], [-4.73, -2.52, 4.07], [-4.16, -1.65, 3.19], [-4.94, -0.44, 3.13], [-6.33, -0.84, 3.61], [-6.02, -1.94, 4.61], [-4.48, 0.30, 3.78], [-4.95, -0.06, 2.11], [-6.89, 0.00, 4.03], [-6.90, -1.24, 2.77], [-5.84, -1.55, 5.61], [-6.80, -2.70, 4.64], [8.03, 1.84, 2.15], [8.01, 1.84, 3.35], [8.79, 1.03, 4.10], [8.47, 1.18, 5.49], [7.81, 2.55, 5.60], [7.12, 2.68, 4.25], [7.79, 0.37, 5.78], [9.38, 1.11, 6.08], [7.14, 2.64, 6.45], [8.57, 3.32, 5.70], [6.12, 2.24, 4.25], [7.08, 3.71, 3.90], [-9.63, 6.72, 0.08], [-8.50, 6.39, 0.32], [-7.47, 6.63, -0.53], [-6.27, 6.03, -0.03], [-6.50, 5.86, 1.47], [-8.01, 5.63, 1.53], [-6.12, 5.07, -0.54], [-5.42, 6.68, -0.24], [-5.91, 5.06, 1.90], [-6.25, 6.79, 1.99], [-8.26, 4.57, 1.41], [-8.45, 6.02, 2.44], [0.67, -1.12, 8.43], [-0.21, -1.52, 7.74], [-0.28, -1.25, 6.41], [-1.50, -1.79, 5.86], [-1.92, -2.89, 6.82], [-1.41, -2.35, 8.16], [-2.24, -0.98, 5.79], [-1.30, -2.17, 4.85], [-2.99, -3.09, 6.80], [-1.40, -3.81, 6.57], [-2.13, -1.70, 8.65], [-1.10, -3.15, 8.83], [-8.61, -3.61, 6.55], [-8.73, -4.56, 5.83], [-8.89, -4.45, 4.49], [-9.12, -5.75, 3.91], [-8.53, -6.73, 4.91], [-8.76, -6.02, 6.24], [-10.19, -5.89, 3.78], [-8.63, -5.80, 2.94], [-8.97, -7.72, 4.86], [-7.45, -6.84, 4.74], [-9.74, -6.24, 6.66], [-7.98, -6.23, 6.97], [-0.04, -2.54, -1.44], [-0.67, -3.54, -1.24], [-0.74, -4.54, -2.13], [-1.66, -5.55, -1.66], [-1.73, -5.35, -0.16], [-1.52, -3.85, -0.03], [-2.62, -5.40, -2.15], [-1.28, -6.54, -1.94], [-2.66, -5.71, 0.28], [-0.90, -5.88, 0.32], [-2.46, -3.30, -0.11], [-1.00, -3.58, 0.89]], "homo_lumo_gap_ev": 8.937, "lumo_energy_ev": -2.21, "e_above_lowest_ev": 0.000, "e_homo_ev": -11.14, "total_charge": 1}